# 1
63
Properties=species:S:1:pos:R:3:nbo_charge:R:1 method="wB97M-V/def2-TZVPD" lumo_energy_ev=4.5 de_lowest_ev=0.054 orbital_gap_ha=0.2046 homo_energy_ev=-1.1 charge=-2
Pd -1.591 -1.514 -1.077 0.549
C -3.885 -4.534 -4.274 -0.604
C -3.813 -3.551 -3.139 -0.165
C -4.411 -2.261 -3.243 -0.221
C -4.308 -1.373 -2.222 -0.277
C -3.579 -1.747 -1.036 0.021
Br -4.547 -1.124 0.650 -0.177
N -3.029 -2.991 -0.920 -0.550
C -3.123 -3.826 -1.995 0.048
H -4.916 -4.693 -4.609 0.186
H -3.478 -5.501 -3.974 0.202
H -3.311 -4.188 -5.139 0.198
H -4.929 -1.978 -4.155 0.185
H -4.760 -0.391 -2.278 0.206
H -2.617 -4.780 -1.874 0.174
C -2.570 1.561 -0.543 -0.672
C -1.246 1.632 -1.224 0.268
C -0.617 2.889 -1.401 -0.272
C 0.576 2.958 -2.046 -0.166
C 1.193 1.774 -2.506 -0.034
C 2.428 1.814 -3.199 -0.312
C 2.998 0.634 -3.599 -0.207
C 2.393 -0.591 -3.295 -0.293
C 1.179 -0.694 -2.615 -0.134
S 0.497 -2.226 -2.256 -0.351
C 0.542 0.546 -2.235 0.106
N -0.685 0.511 -1.628 -0.441
H -3.026 2.549 -0.452 0.184
H -2.410 1.136 0.451 0.308
H -3.234 0.894 -1.087 0.234
H -1.107 3.780 -1.030 0.204
H 1.070 3.910 -2.211 0.193
H 2.901 2.770 -3.393 0.190
H 3.947 0.644 -4.127 0.190
H 2.874 -1.517 -3.585 0.207
C 3.697 0.321 -0.097 -0.642
C 3.270 0.908 1.217 0.111
C 2.096 1.644 1.319 -0.223
C 1.655 2.115 2.547 -0.153
C 2.392 1.835 3.687 -0.389
C 3.593 1.133 3.606 -0.192
C 4.026 0.688 2.372 -0.261
S 1.668 2.090 5.273 2.331
O 0.809 3.238 5.188 -0.955
O 2.710 2.031 6.270 -0.981
N 0.726 0.778 5.556 -0.863
C -0.259 0.368 4.519 -0.243
C 0.234 -0.705 3.562 -0.550
C -0.477 -0.679 2.166 0.784
O -0.530 -1.773 1.582 -0.736
O -0.816 0.459 1.761 -0.811
H 2.982 0.538 -0.887 0.234
H 3.784 -0.764 -0.016 0.225
H 4.671 0.715 -0.402 0.198
H 1.476 1.796 0.445 0.238
H 0.708 2.629 2.615 0.250
H 4.147 0.924 4.512 0.225
H 4.949 0.121 2.300 0.198
H 1.318 0.018 5.869 0.388
H -0.533 1.250 3.944 0.243
H -1.159 0.040 5.040 0.192
H 0.163 -1.708 3.987 0.203
H 1.291 -0.535 3.330 0.205

# 2
57
Properties=species:S:1:pos:R:3:nbo_charge:R:1 method="wB97M-V/def2-TZVPD" lumo_energy_ev=0.7 de_lowest_ev=0.000 orbital_gap_ha=0.2735 homo_energy_ev=-6.8
Pt 0.169 -0.142 -0.054 0.740
C -2.674 -0.637 0.791 -0.406
N -1.487 -1.341 0.251 -0.412
C -1.865 -1.954 -1.052 -0.406
C -1.066 -2.418 1.192 0.060
C -1.955 -3.417 1.546 -0.162
C -1.570 -4.432 2.409 -0.275
C -0.273 -4.440 2.903 -0.184
C 0.625 -3.449 2.554 -0.256
C 0.247 -2.405 1.695 0.159
N 1.054 -1.403 1.257 -0.669
C 2.070 -0.761 1.913 0.244
C 2.540 -1.000 3.206 -0.298
C 3.504 -0.173 3.772 -0.183
C 4.025 0.908 3.082 -0.263
C 3.573 1.169 1.787 -0.226
C 2.623 0.359 1.214 0.070
N 2.129 0.552 -0.178 -0.415
C 2.305 1.922 -0.688 -0.410
C 2.944 -0.365 -1.026 -0.415
H -3.500 -1.336 0.930 0.188
H -2.964 0.142 0.091 0.227
H -2.414 -0.185 1.745 0.221
H -2.726 -2.613 -0.918 0.187
H -1.023 -2.523 -1.436 0.226
H -2.115 -1.159 -1.750 0.221
H -2.964 -3.414 1.154 0.201
H -2.270 -5.208 2.682 0.214
H 0.048 -5.238 3.561 0.213
H 1.645 -3.493 2.910 0.217
H 2.119 -1.804 3.791 0.216
H 3.835 -0.372 4.783 0.211
H 4.765 1.550 3.538 0.213
H 3.968 2.017 1.244 0.215
H 3.365 2.174 -0.775 0.186
H 1.806 2.622 -0.022 0.226
H 1.842 1.972 -1.672 0.227
H 3.989 -0.047 -0.974 0.192
H 2.596 -0.317 -2.052 0.220
H 2.846 -1.378 -0.647 0.228
Br 0.225 -0.457 -3.404 0.037
C -0.938 1.045 -3.455 -0.043
C -1.387 1.375 -4.702 -0.255
C -2.214 2.498 -4.883 -0.216
C -2.541 3.261 -3.806 -0.195
C -2.080 2.934 -2.507 0.019
C -2.432 3.777 -1.429 -0.227
C -1.998 3.487 -0.172 -0.213
C -1.230 2.329 0.051 -0.282
C -0.854 1.437 -0.940 -0.269
C -1.265 1.778 -2.277 -0.170
H -1.094 0.774 -5.551 0.225
H -2.567 2.749 -5.875 0.216
H -3.163 4.141 -3.920 0.208
H -3.043 4.649 -1.628 0.205
H -2.251 4.133 0.661 0.210
H -0.931 2.125 1.075 0.206

What did the second record say?
57
Properties=species:S:1:pos:R:3:nbo_charge:R:1 method="wB97M-V/def2-TZVPD" lumo_energy_ev=0.7 de_lowest_ev=0.000 orbital_gap_ha=0.2735 homo_energy_ev=-6.8
Pt 0.169 -0.142 -0.054 0.740
C -2.674 -0.637 0.791 -0.406
N -1.487 -1.341 0.251 -0.412
C -1.865 -1.954 -1.052 -0.406
C -1.066 -2.418 1.192 0.060
C -1.955 -3.417 1.546 -0.162
C -1.570 -4.432 2.409 -0.275
C -0.273 -4.440 2.903 -0.184
C 0.625 -3.449 2.554 -0.256
C 0.247 -2.405 1.695 0.159
N 1.054 -1.403 1.257 -0.669
C 2.070 -0.761 1.913 0.244
C 2.540 -1.000 3.206 -0.298
C 3.504 -0.173 3.772 -0.183
C 4.025 0.908 3.082 -0.263
C 3.573 1.169 1.787 -0.226
C 2.623 0.359 1.214 0.070
N 2.129 0.552 -0.178 -0.415
C 2.305 1.922 -0.688 -0.410
C 2.944 -0.365 -1.026 -0.415
H -3.500 -1.336 0.930 0.188
H -2.964 0.142 0.091 0.227
H -2.414 -0.185 1.745 0.221
H -2.726 -2.613 -0.918 0.187
H -1.023 -2.523 -1.436 0.226
H -2.115 -1.159 -1.750 0.221
H -2.964 -3.414 1.154 0.201
H -2.270 -5.208 2.682 0.214
H 0.048 -5.238 3.561 0.213
H 1.645 -3.493 2.910 0.217
H 2.119 -1.804 3.791 0.216
H 3.835 -0.372 4.783 0.211
H 4.765 1.550 3.538 0.213
H 3.968 2.017 1.244 0.215
H 3.365 2.174 -0.775 0.186
H 1.806 2.622 -0.022 0.226
H 1.842 1.972 -1.672 0.227
H 3.989 -0.047 -0.974 0.192
H 2.596 -0.317 -2.052 0.220
H 2.846 -1.378 -0.647 0.228
Br 0.225 -0.457 -3.404 0.037
C -0.938 1.045 -3.455 -0.043
C -1.387 1.375 -4.702 -0.255
C -2.214 2.498 -4.883 -0.216
C -2.541 3.261 -3.806 -0.195
C -2.080 2.934 -2.507 0.019
C -2.432 3.777 -1.429 -0.227
C -1.998 3.487 -0.172 -0.213
C -1.230 2.329 0.051 -0.282
C -0.854 1.437 -0.940 -0.269
C -1.265 1.778 -2.277 -0.170
H -1.094 0.774 -5.551 0.225
H -2.567 2.749 -5.875 0.216
H -3.163 4.141 -3.920 0.208
H -3.043 4.649 -1.628 0.205
H -2.251 4.133 0.661 0.210
H -0.931 2.125 1.075 0.206